Entry 1:
{
  "formula": "C35H74BCl2IN4O5P",
  "method": "ωB97M-V with the def2-TZVPD basis set",
  "homo_lumo_gap_ev": 7.803,
  "charge": 1,
  "homo_energy_ha": -0.42515,
  "e_above_lowest_kcal_mol": 30.65,
  "elements": ["C", "C", "N", "C", "C", "Cl", "C", "C", "Cl", "C", "C", "C", "C", "C", "C", "C", "C", "C", "C", "P", "N", "O", "O", "C", "C", "C", "C", "C", "C", "B", "N", "O", "C", "I", "O", "N", "O", "H", "H", "H", "H", "H", "H", "H", "H", "H", "H", "H", "H", "H", "H", "H", "H", "H", "H", "H", "H", "H", "H", "H", "H", "H", "H", "H", "H", "H", "H", "H", "H", "H", "H", "H", "H", "H", "H", "H", "H", "H", "H", "H", "H", "H", "H", "C", "C", "C", "C", "C", "C", "H", "H", "H", "H", "H", "H", "H", "H", "H", "H", "H", "H", "H", "H", "C", "C", "C", "C", "C", "C", "H", "H", "H", "H", "H", "H", "H", "H", "H", "H", "H", "H", "H", "H"],
  "xyz": [[0.751, -7.359, -0.130], [0.546, -6.111, 0.315], [-0.207, -5.137, -0.473], [0.451, -3.798, -0.545], [1.752, -3.902, -1.383], [2.637, -2.379, -1.471], [1.571, -4.547, -2.803], [2.278, -3.870, -3.954], [2.227, -6.238, -2.743], [-0.634, -2.728, -0.752], [-0.948, -2.688, -2.290], [-1.991, -1.663, -2.788], [-1.500, -0.794, -3.964], [-1.681, 0.713, -3.725], [-0.693, 1.543, -4.552], [-0.482, 2.955, -3.956], [0.826, 3.002, -3.149], [0.811, 3.994, -1.978], [-0.253, 3.694, -0.930], [-0.135, -1.014, -0.252], [0.865, -1.007, 0.931], [-1.409, -0.136, 0.184], [0.478, -0.238, -1.496], [-1.799, -3.295, 0.142], [-3.235, -2.908, -0.302], [-4.412, -3.585, 0.408], [-5.642, -2.674, 0.385], [-6.900, -3.424, 0.852], [-7.091, -3.364, 2.374], [-1.573, -2.790, 1.672], [-0.430, -3.224, 2.501], [-2.500, -1.909, 2.130], [-1.669, -4.812, 0.000], [-2.174, -5.984, 1.841], [-2.433, -5.364, -1.077], [-3.098, -6.542, -0.588], [-3.896, -6.960, -1.294], [1.508, -7.992, 0.300], [0.119, -7.743, -0.924], [0.969, -5.791, 1.256], [-0.345, -5.613, -1.369], [0.828, -3.713, 0.476], [2.410, -4.570, -0.839], [0.525, -4.680, -3.051], [2.105, -4.463, -4.849], [3.350, -3.864, -3.801], [1.888, -2.877, -4.156], [-0.005, -2.442, -2.770], [-1.250, -3.688, -2.603], [-2.417, -1.039, -2.010], [-2.826, -2.241, -3.180], [-0.468, -1.024, -4.224], [-2.082, -1.050, -4.848], [-2.678, 1.001, -4.053], [-1.593, 0.930, -2.660], [-1.027, 1.579, -5.586], [0.264, 1.021, -4.535], [-1.341, 3.168, -3.329], [-0.384, 3.669, -4.768], [1.076, 2.014, -2.754], [1.626, 3.283, -3.831], [1.796, 3.967, -1.511], [0.693, 4.989, -2.405], [-0.123, 2.686, -0.539], [-0.166, 4.425, -0.129], [-1.249, 3.824, -1.341], [1.106, -1.931, 1.259], [-2.255, -0.584, 0.076], [0.206, 0.691, -1.425], [-3.322, -3.147, -1.358], [-3.404, -1.835, -0.242], [-4.220, -3.871, 1.438], [-4.699, -4.473, -0.150], [-5.784, -2.264, -0.614], [-5.462, -1.847, 1.072], [-6.825, -4.470, 0.564], [-7.748, -2.946, 0.373], [-6.684, -4.228, 2.891], [-6.682, -2.453, 2.804], [-8.157, -3.340, 2.592], [0.039, -2.410, 2.890], [-0.716, -3.828, 3.260], [-2.122, -1.427, 2.877], [2.837, 7.077, 0.256], [3.353, 7.494, -1.118], [4.480, 6.605, -1.640], [5.750, 6.606, -0.787], [6.385, 7.980, -0.579], [6.847, 8.638, -1.876], [3.613, 7.147, 1.020], [2.013, 7.720, 0.566], [2.471, 6.047, 0.235], [3.676, 8.537, -1.087], [2.524, 7.454, -1.831], [4.726, 6.908, -2.661], [4.114, 5.575, -1.713], [6.484, 5.944, -1.258], [5.535, 6.164, 0.190], [7.247, 7.864, 0.083], [5.689, 8.643, -0.058], [7.574, 8.009, -2.393], [7.322, 9.598, -1.671], [6.013, 8.823, -2.555], [-0.451, 1.523, 3.211], [0.865, 1.437, 3.973], [1.056, 0.100, 4.686], [0.013, -0.217, 5.761], [-0.097, 0.817, 6.879], [1.187, 0.971, 7.688], [-1.313, 1.446, 3.878], [-0.527, 2.478, 2.686], [-0.515, 0.733, 2.464], [0.935, 2.264, 4.684], [1.690, 1.571, 3.269], [2.055, 0.073, 5.128], [1.039, -0.699, 3.935], [0.254, -1.191, 6.202], [-0.972, -0.335, 5.293], [-0.903, 0.513, 7.553], [-0.392, 1.787, 6.470], [1.479, 0.021, 8.140], [1.048, 1.694, 8.493], [2.015, 1.324, 7.071]],
  "lowdin_charge": [0.054, -0.224, 0.010, -0.248, -0.616, 0.796, -0.699, -0.166, 0.674, -0.289, -0.129, -0.175, -0.180, -0.204, -0.198, -0.185, -0.213, -0.259, -0.091, 0.540, -0.095, -0.116, -0.148, -0.252, -0.133, -0.207, -0.202, -0.239, -0.100, -0.703, 0.133, 0.183, -0.533, 1.215, -0.107, -0.164, 0.165, 0.089, 0.080, 0.124, 0.154, 0.120, 0.080, 0.072, 0.082, 0.077, 0.070, 0.083, 0.115, 0.087, 0.111, 0.100, 0.115, 0.121, 0.090, 0.113, 0.100, 0.092, 0.111, 0.088, 0.115, 0.097, 0.110, 0.058, 0.072, 0.067, -0.024, 0.052, 0.054, 0.109, 0.103, 0.077, 0.097, 0.117, 0.111, 0.102, 0.103, 0.067, 0.069, 0.070, 0.052, 0.042, 0.124, -0.107, -0.268, -0.231, -0.230, -0.270, -0.111, 0.067, 0.070, 0.061, 0.100, 0.099, 0.101, 0.099, 0.109, 0.100, 0.104, 0.098, 0.075, 0.070, 0.065, -0.107, -0.255, -0.225, -0.235, -0.267, -0.107, 0.069, 0.071, 0.028, 0.102, 0.107, 0.105, 0.080, 0.108, 0.090, 0.105, 0.100, 0.076, 0.072, 0.066]
}


Entry 2:
{
  "formula": "C35H74BrO3P2",
  "method": "ωB97M-V with the def2-TZVPD basis set",
  "homo_lumo_gap_ev": 8.101,
  "charge": 1,
  "homo_energy_ha": -0.37317,
  "elements": ["C", "C", "C", "C", "O", "P", "C", "C", "C", "C", "C", "C", "C", "C", "C", "C", "C", "C", "O", "C", "C", "C", "O", "Br", "H", "H", "H", "H", "H", "H", "H", "H", "H", "H", "H", "H", "H", "H", "H", "H", "H", "H", "H", "H", "H", "H", "H", "H", "H", "H", "H", "H", "H", "H", "H", "H", "H", "H", "H", "H", "H", "H", "C", "C", "C", "C", "P", "C", "C", "C", "C", "C", "C", "C", "C", "C", "C", "C", "C", "H", "H", "H", "H", "H", "H", "H", "H", "H", "H", "H", "H", "H", "H", "H", "H", "H", "H", "H", "H", "H", "H", "H", "H", "H", "H", "H", "H", "H", "H", "H", "H", "H", "H", "H", "H"],
  "xyz": [[4.073, -0.915, -1.202], [3.545, -1.795, -0.068], [2.048, -1.696, 0.229], [1.449, -0.307, 0.096], [1.095, -0.106, -1.273], [0.847, 1.470, -1.736], [0.960, 1.304, -3.571], [0.830, -0.131, -4.074], [1.238, -0.224, -5.542], [1.163, -1.626, -6.110], [1.868, -2.707, -5.287], [3.297, -2.394, -4.829], [4.384, -3.067, -5.666], [4.712, -2.301, -6.946], [5.554, -1.054, -6.690], [5.452, -0.077, -7.866], [4.252, 0.843, -7.745], [4.174, 1.831, -8.917], [4.001, 3.174, -8.522], [2.783, 3.396, -7.849], [2.428, 2.416, -1.364], [2.080, 3.619, -0.540], [2.501, 3.895, 0.581], [0.848, 4.830, -1.488], [4.992, -1.346, -1.586], [4.342, 0.074, -0.850], [3.386, -0.856, -2.035], [3.749, -2.825, -0.346], [4.144, -1.608, 0.817], [1.488, -2.351, -0.428], [1.896, -2.042, 1.248], [2.177, 0.419, 0.448], [0.531, -0.235, 0.675], [1.943, 1.664, -3.873], [0.233, 1.960, -4.031], [-0.202, -0.446, -3.948], [1.480, -0.785, -3.510], [0.619, 0.468, -6.109], [2.251, 0.163, -5.602], [0.123, -1.921, -6.227], [1.598, -1.618, -7.107], [1.267, -2.908, -4.404], [1.889, -3.635, -5.849], [3.430, -2.740, -3.808], [3.514, -1.331, -4.811], [4.135, -4.102, -5.875], [5.299, -3.088, -5.074], [5.261, -2.930, -7.637], [3.781, -2.014, -7.431], [6.583, -1.365, -6.555], [5.208, -0.541, -5.797], [5.304, -0.677, -8.765], [6.364, 0.491, -8.010], [3.335, 0.264, -7.713], [4.342, 1.409, -6.822], [5.103, 1.799, -9.472], [3.376, 1.557, -9.610], [2.456, 4.409, -8.034], [2.917, 3.289, -6.771], [2.023, 2.683, -8.163], [3.164, 1.828, -0.835], [2.855, 2.788, -2.292], [-5.596, 2.469, 7.887], [-5.135, 1.015, 7.942], [-3.614, 0.873, 7.869], [-2.989, 1.099, 6.484], [-3.063, -0.253, 5.298], [-2.469, -1.735, 6.154], [-1.140, -1.702, 6.924], [0.163, -1.711, 6.117], [0.245, -2.788, 5.039], [-1.893, 0.077, 3.976], [-2.025, 1.293, 3.045], [-3.122, 1.251, 1.981], [-3.222, -0.060, 1.208], [-4.698, -0.801, 4.768], [-5.695, 0.005, 3.916], [-5.965, 1.468, 4.307], [-7.324, 1.664, 4.978], [-5.247, 2.980, 6.988], [-6.684, 2.529, 7.902], [-5.223, 3.021, 8.750], [-5.620, 0.441, 7.148], [-5.475, 0.578, 8.883], [-3.321, -0.110, 8.247], [-3.169, 1.597, 8.554], [-1.915, 1.269, 6.622], [-3.358, 2.024, 6.036], [-2.486, -2.558, 5.435], [-3.258, -1.976, 6.873], [-1.137, -2.584, 7.568], [-1.126, -0.842, 7.599], [0.981, -1.866, 6.823], [0.355, -0.729, 5.678], [0.237, -3.786, 5.480], [1.168, -2.684, 4.471], [-0.578, -2.731, 4.324], [-1.760, -0.843, 3.402], [-0.949, 0.223, 4.508], [-1.064, 1.390, 2.535], [-2.140, 2.201, 3.644], [-2.929, 2.060, 1.275], [-4.084, 1.497, 2.434], [-2.325, -0.224, 0.608], [-4.076, -0.034, 0.532], [-3.358, -0.927, 1.860], [-5.202, -1.139, 5.678], [-4.490, -1.728, 4.219], [-6.636, -0.546, 3.941], [-5.379, -0.047, 2.875], [-5.949, 2.086, 3.408], [-5.174, 1.859, 4.950], [-8.129, 1.461, 4.272], [-7.441, 2.690, 5.325], [-7.453, 1.000, 5.835]],
  "lowdin_charge": [-0.094, -0.233, -0.178, -0.275, -0.406, 0.957, -0.327, -0.254, -0.222, -0.198, -0.191, -0.209, -0.202, -0.206, -0.202, -0.209, -0.187, -0.228, -0.180, -0.114, -0.345, -0.829, 0.008, 0.661, 0.076, 0.059, 0.052, 0.101, 0.104, 0.116, 0.101, 0.107, 0.097, 0.073, 0.081, 0.121, 0.077, 0.117, 0.085, 0.111, 0.095, 0.101, 0.109, 0.099, 0.087, 0.107, 0.108, 0.114, 0.096, 0.111, 0.099, 0.116, 0.114, 0.096, 0.113, 0.118, 0.121, 0.085, 0.076, 0.086, 0.062, 0.081, -0.098, -0.249, -0.224, -0.260, 1.016, -0.272, -0.223, -0.257, -0.096, -0.263, -0.208, -0.245, -0.096, -0.254, -0.213, -0.253, -0.101, 0.065, 0.076, 0.083, 0.076, 0.117, 0.098, 0.123, 0.106, 0.088, 0.099, 0.100, 0.122, 0.102, 0.115, 0.087, 0.085, 0.076, 0.052, 0.094, 0.083, 0.114, 0.112, 0.119, 0.069, 0.076, 0.083, 0.057, 0.096, 0.106, 0.120, 0.083, 0.106, 0.070, 0.083, 0.076, 0.070]
}


- Which formula does entry 2 have?
  C35H74BrO3P2